C27H49BF4I2N5O3S2 | ωB97M-V/def2-TZVPD

XYZ file:
```
93
Properties=species:S:1:pos:R:3:lowdin_charge:R:1
C 2.435 0.130 4.624 0.132
C 1.989 0.925 3.832 -0.099
C 1.697 1.755 2.624 -0.109
C 0.803 1.161 1.528 -0.143
C 0.205 2.392 0.702 -0.141
C -0.579 3.279 1.697 -0.393
F 0.257 4.298 2.056 0.069
F -0.872 2.641 2.889 0.076
C -1.937 3.971 1.384 -0.354
F -2.010 5.018 2.285 0.062
F -2.990 3.204 1.741 0.031
C -0.492 1.969 -0.656 -0.368
C -1.661 1.037 -0.263 -0.116
C -2.546 0.350 -1.336 -0.198
C -2.962 -1.108 -0.942 -0.214
C -4.416 -1.205 -0.404 -0.073
C -0.819 3.125 -1.687 -0.600
I 0.087 5.091 -1.280 1.069
C -2.238 3.251 -2.351 -0.799
C -2.162 4.383 -3.436 -0.256
I -4.044 3.608 -1.307 1.089
C 0.671 1.161 -1.361 -0.469
S 2.110 2.312 -1.766 0.751
C 1.137 -0.221 -0.667 -0.382
S 2.741 -0.527 -1.611 0.929
B 0.446 -1.537 -1.286 -0.547
O -0.272 -1.392 -2.495 0.071
C 0.611 -3.081 -0.909 -0.132
C 1.982 -3.653 -0.429 -0.110
N 1.307 -0.081 0.861 -0.056
C 2.702 -0.494 1.277 -0.077
C 3.892 0.426 1.156 -0.479
O 3.972 1.460 0.549 0.083
N 5.041 -0.125 1.844 -0.159
C 5.854 0.958 2.423 -0.064
C 5.813 -0.870 0.815 -0.052
N 0.493 -1.207 1.377 0.036
C -0.005 -1.275 2.757 -0.180
C -1.407 -1.978 2.721 -0.180
C -2.564 -0.942 2.865 -0.078
H 2.983 -0.401 5.376 0.053
H 1.226 2.615 3.114 0.124
H 2.611 2.223 2.240 0.130
H -0.173 0.922 1.965 0.124
H 1.105 2.980 0.479 0.078
H -2.067 4.481 0.433 0.029
H -2.353 1.554 0.415 0.103
H -1.284 0.192 0.335 0.096
H -2.126 0.378 -2.347 0.098
H -3.520 0.840 -1.441 0.030
H -2.251 -1.573 -0.246 0.084
H -2.942 -1.696 -1.863 0.074
H -4.427 -1.619 0.613 0.060
H -4.994 -1.909 -1.010 0.078
H -4.924 -0.238 -0.347 0.074
H -0.267 2.924 -2.612 0.022
H -2.365 2.353 -2.962 0.069
H -2.396 5.360 -3.015 0.032
H -2.974 4.154 -4.142 0.073
H -1.218 4.352 -3.988 0.067
H 0.307 0.940 -2.367 0.095
H 1.699 3.018 -2.841 -0.113
H 2.652 -1.755 -2.188 -0.054
H 0.366 -1.146 -3.180 0.116
H -0.094 -3.254 -0.077 0.099
H 0.239 -3.739 -1.700 0.108
H 1.952 -3.831 0.659 0.077
H 2.877 -3.059 -0.624 0.025
H 2.155 -4.642 -0.865 0.088
H 3.023 -1.399 0.743 0.100
H 2.710 -0.854 2.311 0.128
H 6.497 0.493 3.182 0.096
H 5.213 1.672 2.945 0.089
H 6.528 1.439 1.703 0.096
H 5.747 -0.399 -0.177 0.092
H 5.404 -1.888 0.735 0.086
H 6.855 -0.979 1.119 0.097
H 1.057 -2.052 1.341 0.100
H -0.190 -0.369 3.331 0.096
H 0.597 -1.900 3.435 0.121
H -1.510 -2.693 3.541 0.109
H -1.574 -2.481 1.761 0.090
H -2.257 -0.047 3.421 0.074
H -2.956 -0.617 1.896 0.041
H -3.403 -1.389 3.409 0.082
C -2.949 -4.619 -3.576 -0.684
O -2.876 -5.134 -2.473 0.022
N -3.538 -5.237 -4.640 0.153
N -2.440 -3.374 -3.826 0.154
H -3.607 -4.829 -5.553 0.094
H -3.920 -6.152 -4.485 0.107
H -1.998 -2.901 -3.060 0.049
H -2.479 -2.922 -4.719 0.096
```

Its charge is +1. As for the frontier orbital gap: 8.92 eV. The value obtained for the energy above the lowest of the compared OMol25 structures with the same formula, charge and spin is 28.6 kcal/mol. For the LUMO energy, the calculation gives -2.4 eV.

C17H34F6O13S3 | ωB97M-V/def2-TZVPD

XYZ file:
```
73
Properties=species:S:1:pos:R:3:lowdin_charge:R:1
C 3.407 -0.310 4.402 -0.040
C 4.058 -1.664 4.878 -0.139
O 3.165 -2.733 4.471 0.037
C 2.242 -3.096 5.264 -0.410
O 1.948 -2.685 6.379 0.135
C 1.511 -4.371 4.597 -0.422
F 2.409 -5.049 3.761 0.095
F 1.206 -5.279 5.525 0.157
F 0.354 -4.001 3.953 0.123
H 4.188 0.420 4.190 0.072
H 2.729 0.119 5.141 0.071
H 2.709 -0.506 3.589 0.059
H 4.437 -1.720 5.899 0.126
H 4.951 -1.780 4.265 0.115
C 1.928 0.943 -1.783 -0.063
C 1.900 0.350 -0.433 -0.238
O 0.805 -0.524 -0.420 0.046
C 0.752 -1.466 0.507 -0.308
O 1.458 -1.517 1.527 0.115
C -0.446 -2.519 0.351 -0.500
F -1.281 -2.102 -0.540 0.205
F -0.070 -3.825 0.049 0.118
F -1.094 -2.620 1.536 0.135
H 1.094 1.632 -1.914 0.072
H 1.863 0.302 -2.663 0.079
H 2.793 1.606 -1.790 0.086
H 1.794 1.147 0.303 0.136
H 2.866 -0.126 -0.263 0.135
C 4.333 5.744 -2.984 -0.067
C 3.605 6.972 -3.625 -0.250
O 2.262 7.048 -3.154 -0.292
S 1.076 5.989 -3.699 0.720
C 0.689 5.328 -2.047 -0.098
O -0.113 6.804 -4.110 -0.322
O 1.662 4.980 -4.615 -0.316
H 4.013 4.821 -3.468 0.064
H 4.094 5.646 -1.925 0.066
H 5.415 5.865 -2.943 0.072
H 4.201 7.880 -3.528 0.119
H 3.480 6.847 -4.701 0.107
H 1.643 5.188 -1.540 0.057
H 0.355 4.309 -2.246 0.054
H -0.028 6.004 -1.582 0.077
C -6.163 -2.531 5.738 -0.056
C -4.929 -3.396 6.206 -0.300
O -4.926 -4.603 5.488 -0.264
S -3.608 -4.851 4.463 0.703
C -4.171 -3.896 3.059 -0.113
O -2.391 -4.261 5.070 -0.314
O -3.539 -6.295 4.212 -0.290
H -6.733 -2.279 6.632 0.064
H -6.812 -3.170 5.138 0.076
H -5.781 -1.620 5.277 0.066
H -3.992 -2.841 6.176 0.104
H -5.000 -3.500 7.289 0.113
H -5.102 -4.372 2.750 0.074
H -3.469 -3.975 2.229 0.065
H -4.367 -2.847 3.281 0.073
C -1.895 2.538 -5.207 -0.062
C -1.611 1.515 -6.290 -0.274
O -0.422 0.780 -6.001 -0.271
S -0.553 -0.683 -5.226 0.621
C -1.044 -1.732 -6.657 -0.099
O 0.754 -1.049 -4.790 -0.270
O -1.667 -0.681 -4.316 -0.292
H -2.089 1.979 -4.291 0.067
H -2.729 3.208 -5.413 0.085
H -1.028 3.132 -4.919 0.071
H -2.402 0.794 -6.498 0.111
H -1.345 2.091 -7.176 0.123
H -1.312 -2.708 -6.253 0.076
H -0.200 -1.479 -7.300 0.065
H -1.836 -1.321 -7.284 0.059
```

As for the SMILES: CCOC(=O)C(F)(F)F.CCOC(=O)C(F)(F)F.CCOS(C)(=O)=O.CCOS(C)(=O)=O.CCOS(C)(=O)=O. As for the frontier orbital gap: 10.97 eV. For the LUMO energy, the calculation gives 0.2 eV.

C26H24CoN9S3 | ωB97M-V/def2-TZVPD

XYZ file:
```
63
Properties=species:S:1:pos:R:3:lowdin_charge:R:1
Co 0.152 -0.130 -0.851 0.542
C 3.014 -3.207 0.476 -0.012
C 2.243 -1.973 0.144 -0.272
N 1.255 -1.923 -0.680 -0.081
N 0.869 -3.056 -1.317 -0.005
C 0.233 -2.761 -2.449 -0.839
N -0.217 -3.817 -3.142 0.093
S -0.027 -1.177 -3.092 0.678
C 2.657 -0.655 0.679 -0.260
C 3.741 -0.513 1.537 -0.001
C 4.083 0.751 1.993 -0.023
C 3.339 1.846 1.581 -0.029
C 2.282 1.627 0.714 -0.116
N 1.942 0.415 0.275 0.013
H 2.503 -4.079 0.081 0.073
H 3.133 -3.313 1.556 0.086
H 4.016 -3.169 0.040 0.105
H 0.032 -4.744 -2.841 0.111
H -0.620 -3.681 -4.051 0.092
H 4.316 -1.379 1.830 0.118
H 4.929 0.880 2.655 0.125
H 3.579 2.849 1.903 0.120
H 1.689 2.454 0.342 0.110
N -2.495 -1.540 2.349 0.189
C -1.871 -1.904 3.535 -0.186
C -2.516 -2.735 4.445 0.021
C -1.886 -3.045 5.630 0.002
C -0.609 -2.537 5.931 -0.013
C 0.040 -1.723 5.038 -0.057
C -0.588 -1.405 3.823 -0.401
S 0.230 -0.418 2.702 1.230
N -0.726 -0.343 1.386 -0.223
C -1.945 -0.821 1.359 -0.263
C -2.772 -0.509 0.160 -0.190
C -4.150 -0.602 0.170 0.017
C -4.844 -0.230 -0.977 -0.002
C -4.130 0.212 -2.071 0.012
C -2.743 0.265 -1.993 -0.114
N -2.074 -0.081 -0.898 0.046
H -3.421 -1.914 2.191 0.160
H -3.501 -3.127 4.225 0.136
H -2.384 -3.690 6.341 0.133
H -0.134 -2.794 6.868 0.132
H 1.027 -1.336 5.256 0.127
H -4.705 -0.913 1.046 0.121
H -5.924 -0.281 -1.001 0.131
H -4.626 0.515 -2.982 0.130
H -2.144 0.577 -2.837 0.089
N 1.549 5.710 -4.740 0.099
C 0.560 5.553 -3.849 -0.819
S -0.552 6.711 -3.541 0.747
C 0.520 4.212 -3.153 -0.192
C 1.320 3.134 -3.515 0.020
C 1.208 1.931 -2.838 -0.123
N 0.354 1.753 -1.830 -0.047
C -0.415 2.795 -1.472 -0.125
C -0.368 4.019 -2.099 -0.026
H 1.601 6.585 -5.236 0.111
H 2.252 5.020 -4.928 0.094
H 2.026 3.177 -4.332 0.116
H 1.803 1.071 -3.119 0.098
H -1.097 2.632 -0.645 0.114
H -1.009 4.832 -1.788 0.083
```

Its charge is +2. As for the spin multiplicity: 5. As for the frontier orbital gap (spin up / spin down): 5.79 / 3.83 eV. For the LUMO energy (spin up / spin down), the calculation gives -6.7 / -8.7 eV.

C24H28NO3Zn | ωB97M-V/def2-TZVPD

XYZ file:
```
57
Properties=species:S:1:pos:R:3:lowdin_charge:R:1
C 0.368 -2.308 2.278 -0.145
C 0.594 -0.940 2.510 -0.141
C -0.363 -0.210 1.802 -0.160
H 1.342 -0.499 3.187 0.098
C -1.139 -1.116 1.013 -0.248
C -0.668 -2.460 1.312 -0.231
H -2.079 -0.869 0.508 0.072
C 3.087 -2.034 -0.516 -0.155
C 3.547 -1.244 0.563 -0.155
C 3.026 0.078 0.407 -0.106
H 4.233 -1.576 1.351 0.074
C 2.236 0.119 -0.759 -0.270
C 2.215 -1.211 -1.307 -0.184
H -0.559 0.859 1.921 0.083
H -1.182 -3.383 1.019 0.089
H 0.904 -3.121 2.777 0.088
H 1.816 -1.496 -2.291 0.092
H 3.193 0.923 1.071 0.085
H 3.395 -3.056 -0.776 0.084
Zn -0.110 -1.894 -0.875 0.856
C 1.475 1.275 -1.362 -0.483
C 1.933 1.430 -2.817 -0.037
C 1.666 2.575 -0.587 -0.047
H 3.021 1.568 -2.826 0.095
H 1.461 2.305 -3.271 0.078
H 1.687 0.547 -3.415 0.081
H 2.718 2.874 -0.560 0.088
H 1.299 2.510 0.445 0.083
H 1.090 3.357 -1.090 0.077
C -0.017 0.883 -1.267 -0.080
C -0.994 1.265 -2.357 -0.438
H -0.389 1.156 -0.272 0.093
H -0.058 -0.224 -1.316 0.030
O -1.006 0.588 -3.386 0.076
N -1.963 2.210 -1.978 0.039
C -3.017 1.661 -1.068 -0.123
H -2.383 2.597 -2.823 0.125
C -2.847 2.117 0.374 -0.230
C -3.600 1.504 1.390 -0.058
H -4.279 0.692 1.116 0.115
C -3.488 1.930 2.717 -0.086
H -4.080 1.434 3.490 0.103
C -2.639 2.993 3.042 -0.101
H -2.582 3.350 4.071 0.097
C -1.894 3.620 2.036 -0.083
H -1.241 4.464 2.267 0.100
C -1.995 3.180 0.705 -0.054
H -1.447 3.677 -0.101 0.103
H -2.979 0.552 -1.083 0.121
H -4.010 1.973 -1.437 0.132
C 1.223 -5.075 0.035 -0.019
C 0.616 -4.798 -1.316 -0.647
O 0.661 -5.640 -2.204 0.013
O 0.040 -3.619 -1.518 -0.184
H 1.592 -6.101 0.042 0.072
H 0.507 -4.978 0.856 0.062
H 2.063 -4.412 0.276 0.061
```

Its charge is -1. As for the frontier orbital gap: 6.22 eV. The value obtained for the energy above the lowest of the compared OMol25 structures with the same formula, charge and spin is 47.0 kcal/mol. For the LUMO energy, the calculation gives 2.5 eV.

H2N2O3 | ωB97M-V/def2-TZVPD

XYZ file:
```
7
Properties=species:S:1:pos:R:3:lowdin_charge:R:1
N -0.583 -0.239 0.501 -0.236
N 0.632 0.097 -0.247 -0.034
O -0.026 -1.201 -0.361 -0.001
O -1.735 0.221 0.275 -0.096
O 1.759 -0.054 0.557 0.036
H -2.288 0.472 -1.278 0.287
H 2.240 0.703 0.554 0.044
```

As for the frontier orbital gap (spin up / spin down): 8.58 / 9.28 eV. The value obtained for the energy above the lowest of the compared OMol25 structures with the same formula, charge and spin is 129.2 kcal/mol. For the LUMO energy (spin up / spin down), the calculation gives -1.6 / -1.0 eV.

CH2N4O | ωB97M-V/def2-TZVPD

XYZ file:
```
8
Properties=species:S:1:pos:R:3:lowdin_charge:R:1
H 0.302 2.489 0.016 0.106
N -0.402 1.637 0.026 0.101
C 0.007 0.407 -0.023 -0.579
N 1.231 -0.090 -0.189 0.072
N 1.214 -1.386 -0.269 0.052
O -0.001 -1.782 -0.307 -0.114
N -0.970 -0.677 -0.219 0.111
H -1.381 -0.598 0.964 0.250
```

As for the SMILES: [H]/N=c1\nno[nH]1. As for the frontier orbital gap: 9.14 eV. The value obtained for the energy above the lowest of the compared OMol25 structures with the same formula, charge and spin is 102.9 kcal/mol. For the LUMO energy, the calculation gives -0.9 eV.